Molecular formula: C4H10N2O2S
Method: DFT, ωB97M-V/def2-TZVPD

Each line ends with the Mulliken charge.
Geometry (Å):
1 C -0.34 -0.58 -0.41  0.27
2 C -0.80 0.57 -2.55  -1.24
3 C -0.05 -1.86 1.62  -0.85
4 C -0.19 0.62 -1.21  -0.61
5 N -0.01 1.78 1.26  -0.67
6 N 0.21 -0.80 0.69  0.02
7 O 1.71 0.34 2.62  -0.59
8 O 2.13 0.93 0.32  -0.61
9 S 1.16 0.74 1.36  0.96
10 H -0.94 -1.56 -0.65  0.20
11 H -0.31 -0.17 -3.25  0.29
12 H -0.67 1.53 -3.16  0.33
13 H -1.81 0.16 -2.36  0.30
14 H -0.83 -2.47 1.22  0.42
15 H 0.83 -2.38 1.62  0.34
16 H -0.20 -1.17 2.43  0.27
17 H -0.50 1.47 -0.50  0.51
18 H 0.97 0.72 -1.23  0.45
19 H -0.34 2.11 2.19  0.22

Computed properties:
relative energy (zero: lowest compared OMol25 entry of this formula, charge and spin) = 2.7162 eV

Molecular formula: C3H12N6
Method: DFT, ωB97M-V/def2-TZVPD

Each line ends with the Mulliken charge.
Geometry (Å):
1 C -0.90 -1.31 -0.01  -0.13
2 C 1.46 -1.12 -0.34  -0.78
3 C 0.82 0.88 0.80  0.01
4 N 0.18 -1.82 -0.32  -0.29
5 N -1.22 0.05 -0.23  -0.18
6 N 1.42 0.37 -0.28  0.40
7 N 0.76 0.24 1.97  -0.26
8 N -2.59 0.45 -0.35  -0.36
9 N 1.36 1.15 -1.41  -0.68
10 H -1.59 -2.00 0.36  0.49
11 H 2.05 -1.61 0.46  0.41
12 H 1.94 -1.62 -1.25  0.38
13 H 0.64 1.89 0.90  0.49
14 H 0.78 0.62 2.90  0.26
15 H 0.89 -0.74 2.08  0.21
16 H -2.80 1.42 -0.28  0.34
17 H -3.01 0.01 0.53  0.40
18 H -2.96 -0.05 -1.12  0.37
19 H 1.77 0.63 -2.21  0.28
20 H 1.84 2.01 -1.16  0.28
21 H -0.83 0.57 -1.06  0.36

Computed properties:
SMILES = NN(C=[NH2+])C/N=C\N[NH3+]
relative energy (zero: lowest compared OMol25 entry of this formula, charge and spin) = 3.6125 eV
net charge = +2

Molecular formula: C33H29FGeN3O4PdS2
Method: DFT, ωB97M-V/def2-TZVPD

Each line ends with the Mulliken charge.
Geometry (Å):
1 Pd 0.00 -0.47 0.22  0.57
2 C -2.74 0.77 -1.70  -1.72
3 C -1.66 -0.04 -2.33  1.04
4 N -1.28 -1.12 -1.76  -0.56
5 N -0.50 -1.96 -2.54  -0.58
6 C 0.59 -2.41 -2.07  0.45
7 S 1.45 -1.98 -0.61  -0.44
8 S 1.45 -3.68 -2.97  -0.15
9 C 1.70 -2.84 -4.58  -0.54
10 C 3.10 -2.31 -4.76  0.41
11 C 3.93 -2.85 -5.73  -0.57
12 C 5.22 -2.37 -5.90  -0.60
13 C 5.70 -1.35 -5.10  -0.52
14 C 4.88 -0.82 -4.11  -0.78
15 C 3.59 -1.29 -3.94  0.52
16 C -1.05 0.43 -3.59  0.85
17 C -1.79 0.71 -4.71  -0.47
18 C -1.17 1.16 -5.89  -0.61
19 C 0.22 1.36 -5.94  -0.68
20 C 0.98 1.13 -4.83  -0.50
21 C 0.38 0.70 -3.59  0.21
22 O 1.07 0.58 -2.56  -0.20
23 H -2.95 0.41 -0.69  0.33
24 H -3.65 0.65 -2.29  0.55
25 H -2.50 1.83 -1.68  0.33
26 H 0.94 -2.06 -4.62  0.00
27 H 1.47 -3.57 -5.35  0.50
28 H 3.56 -3.65 -6.37  0.36
29 H 5.86 -2.80 -6.67  0.37
30 H 6.71 -0.98 -5.22  0.40
31 H 5.25 -0.03 -3.46  0.37
32 H 2.97 -0.89 -3.15  0.21
33 H -2.86 0.55 -4.70  0.44
34 H -1.77 1.34 -6.77  0.42
35 H 0.68 1.69 -6.86  0.44
36 H 2.05 1.29 -4.83  0.49
37 O -0.20 1.91 -0.26  -0.51
38 N -1.11 1.95 0.61  1.39
39 O -1.73 2.94 0.88  -0.72
40 O -1.35 0.83 1.19  -0.67
41 F -0.74 -1.89 1.24  -0.72
42 C 1.59 -2.25 2.93  -1.35
43 Ge 1.45 -0.45 2.24  2.07
44 C 3.18 0.17 1.57  0.14
45 C 3.42 0.67 0.29  -0.17
46 C 4.69 1.10 -0.05  -0.83
47 C 5.73 1.04 0.87  -0.57
48 C 5.49 0.54 2.14  -0.75
49 C 4.22 0.12 2.49  -0.61
50 C 0.66 0.74 3.55  0.78
51 C 0.09 0.14 4.64  -0.61
52 C -0.48 0.90 5.68  -0.99
53 C -0.47 2.26 5.61  -0.88
54 C 0.10 2.93 4.50  0.65
55 C 0.10 4.34 4.42  -0.78
56 C 0.65 4.98 3.34  -0.65
57 C 1.23 4.23 2.30  -0.86
58 C 1.25 2.86 2.36  -0.26
59 C 0.68 2.17 3.46  0.57
60 H 2.18 -2.21 3.84  0.48
61 H 2.10 -2.88 2.20  0.38
62 H 0.61 -2.68 3.13  0.42
63 H 2.63 0.73 -0.44  0.75
64 H 4.88 1.49 -1.05  0.44
65 H 6.72 1.37 0.59  0.38
66 H 6.30 0.49 2.86  0.40
67 H 4.05 -0.26 3.50  0.35
68 H 0.05 -0.94 4.71  0.36
69 H -0.92 0.39 6.53  0.40
70 H -0.91 2.85 6.40  0.39
71 H -0.35 4.90 5.22  0.38
72 H 0.63 6.06 3.29  0.39
73 H 1.66 4.73 1.45  0.44
74 H 1.70 2.31 1.55  0.04

Computed properties:
spin multiplicity = 2
relative energy (zero: lowest compared OMol25 entry of this formula, charge and spin) = 1.1744 eV

Molecular formula: C15H18O2
Method: DFT, ωB97M-V/def2-TZVPD

Each line ends with the Mulliken charge.
Geometry (Å):
1 C 2.42 1.60 -1.52  -1.54
2 C 1.35 -2.01 -1.44  -0.43
3 C 1.36 -0.67 -1.78  -0.60
4 C 2.04 -2.51 -0.33  0.37
5 C 2.26 0.16 -1.09  0.77
6 C 2.84 -1.67 0.41  -0.40
7 C 3.02 -0.36 -0.07  -0.61
8 O 1.71 -3.76 0.16  -0.58
9 H 0.62 -2.69 -1.85  0.42
10 H 0.90 -0.35 -2.70  0.44
11 H 0.76 -3.83 0.27  0.33
12 H 3.28 -1.90 1.36  0.46
13 H 1.49 2.16 -1.41  0.29
14 H 2.67 1.63 -2.57  0.40
15 H 3.69 0.26 0.51  0.31
16 H 3.26 2.13 -1.09  0.38
17 C -1.10 0.88 2.93  -0.97
18 C 0.43 0.91 2.85  -0.89
19 C -1.73 1.00 1.55  0.31
20 C -1.79 -0.21 0.83  -0.47
21 C -1.90 2.20 0.91  -0.56
22 C -2.30 -0.17 -0.45  -0.37
23 C -2.58 2.22 -0.31  -0.49
24 C -2.87 1.03 -0.92  0.52
25 O -3.47 1.06 -2.17  -0.55
26 H -1.48 -0.01 3.45  0.37
27 H -1.40 1.70 3.58  0.39
28 H 0.78 0.11 2.22  0.17
29 H -1.35 -1.15 1.12  0.39
30 H -1.66 3.14 1.37  0.47
31 H -2.29 -0.96 -1.18  0.29
32 H -2.79 3.19 -0.74  0.42
33 H -3.17 0.28 -2.65  0.31
34 H 0.88 1.06 3.83  0.39
35 H 0.73 1.78 2.24  0.30

Computed properties:
SMILES = CCc1ccc(O)cc1.Cc1ccc(O)cc1
relative energy (zero: lowest compared OMol25 entry of this formula, charge and spin) = 1.2189 eV

Molecular formula: C16H44CrN4O8S
Method: DFT, ωB97M-V/def2-TZVPD

Each line ends with the Mulliken charge.
Geometry (Å):
1 Cr -9.15 43.31 14.55  0.53
2 S -7.68 41.23 13.85  1.61
3 O -8.13 39.90 14.26  -0.84
4 O -8.77 41.92 13.10  -0.89
5 O -7.56 42.14 15.03  -0.56
6 O -6.45 41.23 13.09  -0.78
7 C -12.66 42.72 15.88  -1.21
8 C -11.82 41.48 15.49  0.28
9 C -12.20 40.97 14.11  -1.19
10 O -12.10 41.97 13.11  -0.28
11 C -12.47 41.52 11.83  -0.97
12 N -10.37 41.74 15.62  -0.50
13 H -12.77 42.84 16.96  0.35
14 H -13.67 42.50 15.53  0.42
15 H -12.22 43.64 15.50  -0.07
16 H -12.08 40.75 16.25  0.39
17 H -13.24 40.64 14.15  0.54
18 H -11.58 40.11 13.83  0.49
19 H -12.76 42.42 11.29  0.24
20 H -13.34 40.84 11.88  0.45
21 H -11.71 41.00 11.25  0.24
22 H -10.16 41.78 16.62  0.29
23 H -9.87 40.87 15.37  0.28
24 C -5.99 46.34 15.22  -1.57
25 C -6.88 45.09 15.40  0.17
26 C -7.93 45.37 16.48  -0.94
27 O -8.99 44.42 16.51  0.29
28 C -9.85 44.65 17.61  -0.92
29 N -7.49 44.72 14.08  -0.50
30 H -5.37 46.18 14.34  0.41
31 H -5.42 46.56 16.11  0.41
32 H -6.62 47.21 15.01  0.40
33 H -6.26 44.27 15.73  0.40
34 H -8.34 46.35 16.18  0.31
35 H -7.47 45.44 17.47  0.47
36 H -10.36 45.62 17.53  0.34
37 H -9.34 44.63 18.57  0.29
38 H -10.65 43.92 17.58  0.16
39 H -7.55 45.57 13.52  0.29
40 H -6.70 44.24 13.64  0.29
41 C -8.89 44.42 8.77  -1.91
42 C -9.19 43.44 9.91  1.18
43 C -9.13 41.99 9.42  -0.81
44 O -10.21 41.80 8.50  -0.38
45 C -10.08 40.54 7.84  -0.80
46 N -8.23 43.68 10.99  -0.39
47 H -7.88 44.26 8.40  0.41
48 H -8.98 45.43 9.16  0.41
49 H -9.54 44.26 7.91  0.35
50 H -10.20 43.65 10.26  -0.32
51 H -9.18 41.32 10.28  0.37
52 H -8.17 41.80 8.92  0.55
53 H -9.13 40.49 7.30  0.32
54 H -10.96 40.43 7.21  0.27
55 H -10.15 39.73 8.58  0.30
56 H -8.24 42.96 11.73  0.04
57 H -7.33 43.35 10.60  0.49
58 C -10.99 46.67 14.30  -1.05
59 C -11.57 45.52 13.45  0.01
60 C -11.93 46.04 12.06  -1.12
61 O -10.76 46.51 11.44  -0.26
62 C -11.02 47.27 10.29  -0.95
63 N -10.57 44.44 13.37  1.35
64 H -10.91 46.38 15.34  -0.13
65 H -11.60 47.56 14.20  0.54
66 H -10.01 46.87 13.87  0.29
67 H -12.51 45.16 13.88  0.53
68 H -12.66 46.86 12.14  0.66
69 H -12.45 45.28 11.46  0.32
70 H -11.72 48.11 10.41  0.34
71 H -11.34 46.64 9.46  0.34
72 H -10.08 47.73 9.98  0.30
73 H -9.99 44.64 12.53  0.02
74 H -11.11 43.70 12.88  -0.38

Computed properties:
spin multiplicity = 5
relative energy (zero: lowest compared OMol25 entry of this formula, charge and spin) = 0.7081 eV

Q: Which of these has the highest relative energy (zero: lowest compared OMol25 entry of this formula, charge and spin)?
A: C3H12N6